{
  "formula": "C4H2NaO2",
  "method": "ωB97M-V/def2-TZVPD",
  "de_lowest_kcal_mol": 27.1,
  "e_homo_ev": -12.747,
  "charge": 1,
  "orbital_gap_ev": 8.2,
  "elements": ["H", "O", "C", "C", "C", "H", "C", "O", "Na"],
  "coordinates": [[-0.19047, 2.46256, 0.52132], [-3.41126, -0.79403, -0.40942], [-2.59762, -0.37054, 0.26633], [-1.64841, 0.20390, 1.06521], [-0.74495, 1.00278, 0.38559], [-1.73124, 0.04748, 2.14532], [0.53239, 1.39146, 0.56378], [1.62476, 1.20726, 0.03336], [3.36543, 0.45183, -1.59872]]
}

---

{
  "formula": "C12H7AuN3O8",
  "method": "ωB97M-V/def2-TZVPD",
  "e_homo_ev": -13.198,
  "charge": 1,
  "orbital_gap_ev": 5.1,
  "elements": ["Au", "O", "C", "O", "C", "C", "N", "N", "C", "C", "O", "O", "H", "H", "H", "O", "C", "C", "C", "C", "C", "C", "C", "O", "N", "O", "O", "H", "H", "H", "H"],
  "coordinates": [[-0.85076, -0.81241, -0.21746], [-4.99330, 0.09396, -4.35610], [-4.19957, 1.11206, -4.31758], [-4.29912, 2.08768, -5.02082], [-3.06289, 1.09508, -3.32873], [-2.14142, 2.12934, -3.19051], [-1.28438, 1.77850, -2.23096], [-1.58573, 0.58516, -1.73487], [-2.65842, 0.13845, -2.37528], [-3.19723, -1.22364, -1.97670], [-4.18474, -1.62932, -2.56949], [-2.55696, -1.79837, -1.06224], [-4.80759, -0.66278, -3.71713], [-2.08129, 3.05658, -3.72573], [-0.49000, 2.29271, -1.87291], [-0.23734, -2.30528, 1.25567], [0.71955, -2.19868, 2.01100], [1.66544, -1.12721, 2.14667], [2.66961, -1.27610, 3.10485], [3.62500, -0.29893, 3.30839], [3.61930, 0.88380, 2.55480], [2.64980, 1.05954, 1.60931], [1.63038, 0.07905, 1.35292], [0.78635, 0.35695, 0.45103], [4.64262, -0.53859, 4.33574], [5.46368, 0.32352, 4.49653], [4.55882, -1.58450, 4.92570], [0.89833, -3.04200, 2.69822], [2.71795, -2.17018, 3.71240], [4.37351, 1.64088, 2.72454], [2.61041, 1.95471, 1.00877]]
}

---

{
  "formula": "C24H32IrO7P",
  "method": "ωB97M-V/def2-TZVPD",
  "de_lowest_kcal_mol": 16.5,
  "e_homo_ev": [-17.351, -17.351],
  "spin_multiplicity": 2,
  "charge": 3,
  "orbital_gap_ev": [5.4, 4.9],
  "elements": ["Ir", "C", "C", "O", "C", "C", "O", "C", "C", "O", "C", "C", "O", "C", "C", "O", "H", "H", "H", "H", "H", "H", "H", "H", "H", "H", "H", "H", "H", "H", "H", "H", "H", "H", "H", "H", "O", "C", "O", "C", "P", "C", "C", "C", "C", "C", "C", "C", "C", "C", "C", "C", "C", "H", "H", "H", "H", "H", "H", "H", "H", "H", "H", "H", "H"],
  "coordinates": [[0.56011, -0.62719, 0.54645], [3.18714, 0.06274, -1.01168], [3.77064, 0.45573, 0.33261], [2.77615, 0.21175, 1.33970], [3.27861, -0.38492, 2.56099], [2.93075, -1.84603, 2.53113], [1.54106, -2.02646, 2.21216], [0.60900, -2.18664, 3.28905], [-0.00070, -0.87894, 3.64754], [-0.61140, -0.32997, 2.43399], [-0.97827, 1.06824, 2.60634], [0.13769, 1.95606, 2.15089], [0.27996, 1.63207, 0.76009], [1.23676, 2.41123, 0.02829], [1.38628, 1.69987, -1.28364], [1.75446, 0.30697, -1.09130], [3.29500, -1.00482, -1.19227], [3.68790, 0.60445, -1.81360], [4.06875, 1.50325, 0.38299], [4.65882, -0.15541, 0.49763], [2.81380, 0.14630, 3.39064], [4.35700, -0.25723, 2.65168], [3.17800, -2.32745, 3.47800], [3.47681, -2.35283, 1.73509], [1.08563, -2.64878, 4.15358], [-0.15564, -2.86934, 2.91518], [0.72301, -0.16203, 4.03753], [-0.78212, -1.03158, 4.39290], [-1.24846, 1.25650, 3.64451], [-1.84927, 1.23353, 1.98221], [1.08144, 1.77557, 2.67166], [-0.13962, 3.00455, 2.27838], [2.16449, 2.49041, 0.59381], [0.85088, 3.41782, -0.14788], [2.11568, 2.18963, -1.92842], [0.43184, 1.67606, -1.79392], [-1.72250, -3.70427, 0.99728], [-1.42576, -2.66608, 0.51212], [-0.10479, -2.34705, 0.27053], [-2.35397, -1.57983, 0.07462], [-1.28431, -0.39527, -0.75115], [-2.21504, 1.10651, -0.97633], [-1.92736, 1.96855, -2.04511], [-2.61495, 3.16132, -2.18580], [-3.58824, 3.51253, -1.25603], [-3.87361, 2.67242, -0.18853], [-3.19001, 1.47553, -0.04054], [-1.02008, -1.13766, -2.39713], [-2.02079, -1.07005, -3.34013], [-1.90555, -1.82167, -4.55163], [-0.76262, -2.59097, -4.82162], [0.23738, -2.66303, -3.87911], [0.13077, -1.91471, -2.68286], [-2.82903, -1.16056, 0.96266], [-3.12853, -1.97735, -0.58106], [-1.18938, 1.69743, -2.79104], [-2.39974, 3.81499, -3.02080], [-4.13594, 4.43869, -1.37326], [-4.64058, 2.94322, 0.52527], [-3.45252, 0.82824, 0.78528], [-2.90912, -0.46781, -3.18706], [-2.72846, -1.81231, -5.25453], [-0.68096, -3.11070, -5.76670], [1.11217, -3.27923, -4.04118], [0.95135, -1.93395, -1.97847]]
}

---

{
  "formula": "H24O12",
  "method": "ωB97M-V/def2-TZVPD",
  "de_lowest_kcal_mol": 87.0,
  "e_homo_ev": -10.341,
  "smiles": "O.O.O.O.O.O.O.O.O.O.O.O",
  "orbital_gap_ev": 10.5,
  "elements": ["O", "H", "H", "O", "H", "H", "O", "H", "H", "O", "H", "H", "O", "H", "H", "O", "H", "H", "O", "H", "H", "O", "H", "H", "O", "H", "H", "O", "H", "H", "O", "H", "H", "O", "H", "H"],
  "coordinates": [[3.85300, 8.08700, 31.09100], [4.40100, 8.64500, 31.47400], [3.32100, 8.40800, 30.38600], [0.90600, 11.98200, 27.03200], [0.32900, 11.27600, 27.34100], [1.39600, 12.63400, 27.68400], [2.47700, 9.33600, 28.93000], [1.51400, 8.93500, 28.99400], [2.28600, 9.53100, 27.93700], [-0.15300, 10.20800, 28.09000], [-0.35400, 9.35200, 27.84600], [-0.14100, 10.19400, 29.05200], [5.48000, 9.58800, 27.48200], [6.44800, 9.65000, 27.63800], [4.91000, 10.05600, 28.12500], [-0.94200, 9.47500, 30.53800], [-0.94500, 8.53700, 30.52400], [-1.02300, 9.73500, 31.40400], [-0.56300, 6.74300, 30.51800], [-0.27200, 6.90700, 29.57500], [0.21600, 6.90600, 31.00200], [0.55200, 7.19200, 28.35700], [0.71400, 7.19000, 27.37900], [1.22800, 6.59000, 28.38300], [1.13400, 7.44800, 31.94100], [1.90100, 7.78400, 31.58400], [1.18300, 7.72000, 32.85900], [0.63100, 7.94900, 25.65600], [1.35000, 8.70600, 25.67200], [0.97500, 7.33000, 24.94200], [2.19300, 12.02800, 30.23100], [2.26900, 11.09800, 30.02300], [1.36300, 12.18200, 30.60400], [2.61200, 9.61800, 25.81300], [2.18500, 10.54700, 26.06400], [3.49300, 9.66500, 25.69000]]
}

---

{
  "formula": "C25H31InN2PSe2Te2",
  "method": "ωB97M-V/def2-TZVPD",
  "de_lowest_kcal_mol": 21.0,
  "e_homo_ev": -9.414,
  "charge": 1,
  "orbital_gap_ev": 6.4,
  "elements": ["In", "C", "C", "C", "C", "C", "C", "C", "P", "C", "C", "C", "C", "C", "C", "C", "C", "C", "C", "C", "C", "C", "C", "H", "H", "H", "H", "H", "H", "H", "H", "H", "H", "H", "H", "H", "H", "H", "H", "H", "H", "H", "H", "Se", "Te", "Te", "Se", "N", "C", "C", "N", "C", "C", "H", "H", "H", "H", "H", "H", "H", "H", "H", "H", "H"],
  "coordinates": [[-2.09556, 1.67349, 0.21516], [1.98176, -2.46158, 0.28234], [2.83542, -1.41090, -0.38815], [4.11405, -1.74024, -0.81960], [4.92813, -0.80469, -1.44413], [4.46610, 0.48498, -1.64418], [3.19297, 0.83381, -1.20911], [2.37380, -0.09745, -0.57692], [0.68315, 0.30957, 0.00099], [0.42172, 1.99371, -0.71070], [-0.21843, 1.91269, -1.96851], [-0.47098, 3.03452, -2.74109], [-0.07610, 4.26947, -2.26104], [0.54634, 4.37092, -1.02513], [0.79701, 3.26759, -0.21916], [1.43707, 3.50287, 1.12318], [0.92024, 0.54182, 1.80355], [2.17936, 0.53105, 2.39692], [2.32689, 0.69932, 3.76448], [1.20161, 0.90321, 4.54955], [-0.05774, 0.90016, 3.96844], [-0.23032, 0.69281, 2.59944], [-1.63677, 0.61148, 2.04319], [2.52987, -3.39682, 0.38578], [1.08047, -2.66015, -0.30911], [1.66190, -2.14748, 1.27908], [4.47883, -2.74903, -0.66342], [5.92062, -1.08568, -1.77173], [5.09096, 1.22281, -2.13059], [2.84214, 1.84717, -1.36599], [-0.50183, 0.93505, -2.34543], [-0.97365, 2.94094, -3.69414], [-0.26435, 5.16403, -2.84085], [0.84011, 5.34805, -0.66226], [1.62585, 4.56656, 1.25672], [2.38176, 2.96857, 1.22126], [0.79580, 3.17301, 1.94126], [3.06266, 0.40473, 1.78236], [3.31283, 0.67852, 4.21008], [1.30167, 1.05742, 5.61646], [-0.93425, 1.05051, 4.58803], [-2.35716, 0.98780, 2.76833], [-1.88853, -0.41750, 1.78746], [-3.79035, 0.68673, -1.46960], [-5.70472, 2.14620, -0.73070], [-4.43678, 4.45448, -1.17989], [-2.67501, 4.14405, 0.58961], [-3.08731, -4.21839, -1.62206], [-3.29663, -4.10668, -0.12761], [-3.19539, -2.63456, 0.24483], [-1.94941, -2.01764, -0.17292], [-1.69103, -2.20562, -1.58850], [-1.73710, -3.66251, -2.02488], [-3.81101, -3.66614, -2.08940], [-3.19004, -5.18376, -1.93206], [-2.51273, -4.70137, 0.33957], [-4.26865, -4.53554, 0.11011], [-3.32497, -2.53029, 1.32152], [-4.01091, -2.07965, -0.23361], [-1.15831, -2.32130, 0.38439], [-0.71819, -1.78000, -1.83742], [-2.44596, -1.64760, -2.15268], [-0.98587, -4.26757, -1.51878], [-1.63502, -3.77993, -3.10273]]
}

---

Number 1: energy -12681.588 eV. Number 2: energy -37087.635 eV. Number 3: energy -51835.899 eV. Number 4: energy -24957.923 eV. Number 5: energy -189146.094 eV.